This record from OMol25 describes a cluster of 2 separate species, C6H14N2O2 in total at a distorted geometry. The level of theory is ωB97M-V with the def2-TZVPD basis set.

```
24
Properties=species:S:1:pos:R:3:forces:R:3:mulliken_charge:R:1
C -1.615 -0.102 3.446 -1.7 -1.0 -3.4 -1.01
C 0.944 2.326 1.856 -0.1 0.1 -1.2 -0.74
C -0.711 0.615 2.430 -2.3 1.0 -2.0 0.55
O -1.009 0.473 1.211 1.8 0.0 2.2 -0.62
N 0.160 1.599 2.854 0.3 -0.3 -0.5 -0.19
H -2.408 -0.749 2.721 1.9 2.3 2.1 0.22
H 0.083 2.044 3.767 -0.1 -0.8 -0.4 0.26
H 0.376 3.000 1.205 -0.5 -0.2 0.2 0.28
H -1.120 -0.903 3.922 0.7 -0.4 1.2 0.35
H -2.103 0.650 4.070 0.0 -0.5 0.2 0.34
H 1.708 2.970 2.254 0.2 -0.1 0.9 0.33
H 1.455 1.665 1.141 -0.3 -0.2 0.5 0.20
C -0.588 0.632 -2.879 0.6 1.1 0.5 -0.88
C 1.240 -2.249 -1.272 0.8 -2.2 0.0 -0.86
C 0.675 -1.481 -2.420 1.7 -0.2 -0.3 0.60
O 1.198 -1.686 -3.513 -1.5 1.1 0.0 -0.63
N -0.275 -0.558 -2.061 0.0 1.7 1.0 -0.19
H -0.440 -0.347 -1.042 0.5 -0.9 -1.5 0.33
H 0.279 1.218 -3.313 -0.5 -1.3 0.3 0.27
H 0.524 -3.032 -0.956 0.4 0.2 -0.1 0.25
H -1.255 0.311 -3.635 -0.5 0.1 -1.1 0.31
H -1.099 1.441 -2.295 0.2 -1.2 0.0 0.31
H 2.282 -2.725 -1.470 -2.1 0.9 -0.1 0.26
H 1.345 -1.588 -0.466 0.2 0.9 1.5 0.25
```
Positions in Å, forces in eV/Å.

Output
Energy above the lowest of the compared OMol25 structures with the same formula, charge and spin: 44.0 kcal/mol
Calculated total energy: -13523.7166 eV
HOMO: -9.150 eV

This record from OMol25 describes a cluster of 2 separate species, C6H14N2O2 in total at a distorted geometry. The level of theory is ωB97M-V with the def2-TZVPD basis set.

```
24
Properties=species:S:1:pos:R:3:forces:R:3:mulliken_charge:R:1
C -0.800 -0.586 -2.260 0.4 -0.5 2.0 -1.16
C 2.419 1.361 -1.650 -0.4 1.5 -0.5 -0.91
C 0.605 -0.213 -1.814 0.5 -0.4 -1.3 0.80
O 1.398 -1.115 -1.573 -0.3 0.4 0.8 -0.64
N 0.999 1.102 -1.894 0.4 -1.2 0.5 -0.22
H -0.915 -0.407 -3.313 -0.4 0.0 -0.3 0.39
H 0.497 1.639 -2.571 -0.2 0.5 0.1 0.25
H 2.924 1.743 -2.545 0.0 -0.7 -0.2 0.33
H -0.829 -1.638 -1.965 -0.1 -0.1 -0.8 0.28
H -1.564 -0.174 -1.596 -0.1 0.7 -0.5 0.28
H 2.523 2.218 -0.991 -0.1 -0.1 0.6 0.28
H 2.881 0.478 -1.238 0.1 -0.1 -0.1 0.33
C 0.660 0.713 2.070 0.7 0.1 0.8 -0.94
C -2.394 -1.528 1.964 1.1 1.3 0.1 -1.07
C -1.427 -0.331 1.720 -1.7 -2.5 -0.5 0.57
O -1.965 0.662 1.273 1.1 1.0 0.4 -0.60
N -0.096 -0.532 1.972 -1.0 3.0 -0.1 -0.13
H 0.375 -1.395 1.930 0.0 -0.9 0.1 0.26
H 0.614 1.121 3.092 0.0 -0.3 -0.1 0.32
H -1.982 -2.403 1.464 -0.4 -0.3 0.4 0.35
H 1.714 0.543 1.867 0.0 0.0 -0.3 0.34
H 0.250 1.506 1.454 0.0 -0.3 -0.5 0.30
H -2.557 -1.600 3.041 0.3 -0.6 -0.1 0.31
H -3.330 -1.164 1.563 -0.1 -0.4 -0.4 0.29
```
Positions in Å, forces in eV/Å.

Output
Energy above the lowest of the compared OMol25 structures with the same formula, charge and spin: 30.2 kcal/mol
Calculated total energy: -13524.3136 eV
HOMO: -9.549 eV

This record from OMol25 describes a cluster of 2 separate species, C6H14N2O2 in total. The level of theory is ωB97M-V with the def2-TZVPD basis set.

```
24
Properties=species:S:1:pos:R:3:forces:R:3:lowdin_spin:R:1
C 2.083 0.107 2.025 0.7 0.1 0.4 0.00
C -1.647 -0.296 2.014 0.2 -0.4 -0.4 0.00
C 0.683 0.328 1.524 0.1 -0.2 0.0 0.00
O 0.402 1.306 0.825 -0.3 -0.1 -0.1 0.04
N -0.226 -0.615 1.862 0.4 0.5 0.1 0.00
H 2.147 -0.272 3.050 -0.4 0.1 -0.1 0.00
H 0.176 -1.320 2.452 -0.3 -0.3 0.2 0.00
H -1.751 0.768 2.196 -0.1 0.1 0.2 0.00
H 2.634 -0.622 1.427 -0.1 0.1 -0.3 0.00
H 2.633 1.049 2.008 -0.1 -0.1 -0.2 0.00
H -2.220 -0.552 1.125 0.0 0.0 -0.1 0.00
H -2.035 -0.905 2.826 -0.1 0.2 0.1 0.00
C 1.101 1.435 -2.065 0.3 -0.2 0.4 0.09
C -1.619 -1.270 -1.792 0.4 0.8 0.4 -0.01
C -0.386 -0.554 -2.266 -0.1 -0.6 -0.5 0.00
O 0.330 -0.975 -3.146 0.0 0.3 0.3 0.23
N -0.040 0.688 -1.680 -0.2 0.0 -0.1 0.57
H -0.635 1.058 -0.931 0.2 0.1 0.1 0.00
H 1.727 0.876 -2.747 0.0 -0.2 -0.1 0.00
H -1.281 -2.194 -1.335 -0.3 -0.3 -0.3 0.00
H 0.772 2.360 -2.534 -0.1 0.4 0.0 0.04
H 1.625 1.693 -1.128 -0.1 0.1 -0.2 0.03
H -2.203 -0.722 -1.067 0.1 0.3 0.3 0.00
H -2.272 -1.373 -2.641 -0.1 -0.6 -0.4 0.00
```
Positions in Å, forces in eV/Å.

Output
Charge: +1
Energy above the lowest of the compared OMol25 structures with the same formula, charge and spin: 8.8 kcal/mol
Calculated total energy: -13516.3783 eV
2S+1: 2
HOMO (spin up / spin down): -13.914 / -13.890 eV

This record from OMol25 describes a cluster of 2 separate species, C6H14N2O2 in total at a distorted geometry. The level of theory is ωB97M-V with the def2-TZVPD basis set.

```
24
Properties=species:S:1:pos:R:3:forces:R:3:lowdin_spin:R:1
C -1.205 -1.783 -1.110 0.6 0.8 3.1 0.00
C 1.170 0.954 -2.461 -0.7 0.2 -1.9 0.00
C -0.049 -1.282 -1.950 4.7 -0.5 0.8 0.00
O 0.860 -1.969 -2.445 -2.4 1.0 1.0 0.00
N 0.078 0.109 -1.910 -2.9 1.2 -0.4 0.00
H -1.802 -0.960 -0.676 0.4 0.0 -0.3 0.00
H -0.890 0.500 -1.999 1.4 -0.1 0.2 0.00
H 0.810 2.083 -2.651 0.6 -2.8 0.2 0.00
H -1.741 -2.090 -1.907 -2.8 -2.2 -2.0 0.00
H -1.139 -2.530 -0.202 0.6 1.0 -2.5 0.00
H 1.813 0.997 -1.604 1.3 0.2 -0.2 0.00
H 1.648 0.450 -3.424 -0.9 1.3 2.2 0.00
C -0.711 2.102 1.195 -0.3 -2.8 -4.0 0.01
C 0.630 -1.228 2.622 3.1 -0.1 -1.2 0.08
C 0.217 0.224 2.447 1.6 0.5 -1.1 0.06
O 0.182 0.898 3.541 -0.6 -0.9 -2.1 0.77
N -0.085 0.699 1.191 -2.7 3.3 9.7 0.06
H 0.413 0.516 0.439 2.9 -2.1 -4.7 0.00
H -1.260 2.316 2.077 -0.6 0.0 0.6 0.00
H -0.061 2.880 0.869 1.0 0.4 0.3 0.00
H -0.295 -1.670 2.295 -0.2 -1.2 0.4 0.01
H -1.287 1.847 0.246 -0.5 1.4 1.5 0.00
H 1.513 -1.499 1.885 -2.0 0.9 0.6 0.01
H 1.192 -1.563 3.533 -1.6 0.6 -0.1 0.00
```
Positions in Å, forces in eV/Å.

Output
Charge: +1
Energy above the lowest of the compared OMol25 structures with the same formula, charge and spin: 93.6 kcal/mol
Calculated total energy: -13512.6996 eV
2S+1: 2
HOMO (spin up / spin down): -13.005 / -12.995 eV

This record from OMol25 describes a structure of composition C6H14N2O2Sn at a distorted geometry. The level of theory is ωB97M-V with the def2-TZVPD basis set.

```
25
Properties=species:S:1:pos:R:3:forces:R:3:mulliken_charge:R:1
Sn 15.501 -18.810 4.035 1.2 -0.3 -0.8 1.61
C 17.950 -14.977 1.468 -0.7 0.3 -0.5 -1.00
C 16.817 -15.955 1.504 -1.3 0.1 -0.7 0.58
O 16.577 -16.662 2.517 0.0 -1.7 1.6 -0.57
N 15.956 -16.064 0.481 0.6 0.7 0.2 -0.15
C 15.701 -15.081 -0.587 -0.4 -0.3 -0.1 -0.94
H 18.726 -15.343 0.795 0.3 -0.2 0.5 0.32
H 18.240 -14.715 2.480 0.4 -0.3 -0.1 0.32
H 17.623 -14.058 0.975 -0.2 0.0 0.1 0.38
H 15.217 -16.722 0.665 -0.1 0.0 -0.1 0.22
H 14.833 -15.456 -1.126 0.2 -0.1 -0.2 0.34
H 16.533 -14.963 -1.277 0.1 -0.1 0.1 0.32
H 15.378 -14.115 -0.199 0.3 0.0 0.2 0.37
C 16.867 -23.895 4.213 0.2 0.1 -0.1 -1.04
C 16.842 -22.549 3.553 -0.9 0.3 -1.1 0.64
O 16.263 -21.592 4.135 -0.5 1.8 0.2 -0.55
N 17.290 -22.406 2.303 0.5 -0.7 0.5 -0.10
C 18.222 -23.343 1.673 0.1 -0.2 -0.7 -0.93
H 16.487 -24.676 3.555 0.1 0.1 -0.3 0.36
H 16.227 -23.890 5.091 0.3 0.2 0.1 0.32
H 17.905 -24.136 4.447 -0.1 -0.2 0.3 0.34
H 17.125 -21.542 1.813 0.0 0.1 0.2 0.20
H 18.690 -22.866 0.813 0.1 0.3 0.2 0.35
H 17.741 -24.214 1.227 -0.2 -0.1 0.4 0.31
H 19.008 -23.635 2.366 -0.1 -0.1 0.0 0.32
```
Positions in Å, forces in eV/Å.

Output
Charge: +2
Energy above the lowest of the compared OMol25 structures with the same formula, charge and spin: 38.9 kcal/mol
Calculated total energy: -19338.1506 eV
HOMO: -16.588 eV

This record from OMol25 describes a cluster of 2 separate species, C6H14N2Si in total at a distorted geometry. The level of theory is ωB97M-V with the def2-TZVPD basis set.

```
23
Properties=species:S:1:pos:R:3:forces:R:3:lowdin_spin:R:1
C -5.226 -6.176 -2.766 -4.5 2.8 3.1 0.06
C -2.813 -8.199 -3.533 -1.3 4.7 -11.8 0.56
C -4.678 -6.813 -3.659 1.2 -0.4 -2.3 0.15
C 1.829 6.961 3.434 1.9 -2.3 1.6 0.00
C 2.577 3.842 2.288 -1.7 1.4 3.6 0.00
C 4.736 6.170 1.802 -0.8 2.4 3.5 0.00
N -4.004 -7.591 -4.350 2.0 -1.6 2.6 0.12
N -2.570 -8.701 -2.486 -0.7 -5.0 10.6 0.95
Si 2.961 5.711 2.477 1.0 -0.3 0.8 0.00
H -2.831 -8.955 -1.443 1.1 1.1 -2.9 0.03
H -2.082 -7.966 -4.334 0.6 -0.8 1.0 0.08
H -5.115 -5.232 -2.146 0.3 -1.2 -1.2 0.01
H -6.288 -6.586 -2.820 0.8 0.3 1.1 0.02
H 0.791 6.719 3.254 -0.3 -0.4 0.8 0.00
H 2.238 7.113 4.555 -1.3 -0.8 -2.4 0.00
H 1.949 7.891 3.012 0.6 2.4 -1.2 0.00
H 2.794 3.561 1.327 1.7 -1.2 -2.1 0.00
H 2.997 3.267 3.216 -0.3 0.9 -2.0 0.00
H 1.491 3.621 2.280 0.3 0.5 0.6 0.00
H 4.933 7.310 2.081 -0.7 -2.1 -1.4 0.00
H 5.591 5.741 2.393 -1.0 -0.4 -0.7 0.00
H 4.701 5.891 0.778 0.5 0.1 -1.0 0.00
H -3.980 -7.579 -5.360 0.4 -0.1 -0.2 0.01
```
Positions in Å, forces in eV/Å.

Output
Charge: +2
Calculated total energy: -17281.7683 eV
2S+1: 3
HOMO (spin up / spin down): -11.451 / -17.137 eV